P:
Below is a cluster of 2 separate species, C4H14N3 in total, with properties calculated with the ωB97M-V functional and the def2-TZVPD basis.

Its spin multiplicity is 1. For the lowest unoccupied orbital energy, the calculation gives -3.20 eV. As for the total charge: +1. The value obtained for the HOMO energy is -14.87 eV.

Geometry (Å):
1 N -1.42 -0.92 -0.88
2 N -1.93 1.34 -1.19
3 N -0.03 0.71 -0.05
4 C 1.49 -1.74 1.87
5 C 2.50 -1.64 0.66
6 C -1.64 2.76 -1.10
7 C -1.09 0.38 -0.82
8 H 0.64 0.00 0.22
9 H 3.48 -1.90 1.08
10 H -2.31 3.24 -1.82
11 H -2.92 1.12 -1.11
12 H -0.72 -1.59 -0.62
13 H -1.92 3.23 -0.13
14 H 0.61 -2.19 1.42
15 H 2.35 -2.43 -0.09
16 H 2.52 -0.77 0.01
17 H -0.59 3.02 -1.30
18 H 1.08 -0.78 2.18
19 H 1.93 -2.26 2.72
20 H -2.37 -1.20 -1.06
21 H 0.36 1.64 -0.01

These are the natural (NBO) partial charges, in e, on atoms 1 to 5: atom 1 (N): -0.75, atom 2 (N): -0.56, atom 3 (N): -0.76, atom 4 (C): -0.62, atom 5 (C): -0.65

=====

Q:
Below is a cluster of 2 separate species, C4H14N3 in total, with properties calculated with the ωB97M-V functional and the def2-TZVPD basis.

Its spin multiplicity is 1. For the lowest unoccupied orbital energy, the calculation gives -2.75 eV. As for the total charge: +1. The value obtained for the HOMO energy is -13.91 eV.

Geometry (Å):
1 N 0.01 -1.19 -2.23
2 N -0.72 -1.12 0.37
3 N 1.86 0.04 -1.56
4 C 1.21 -0.79 -2.43
5 C -0.38 0.63 2.12
6 C -0.68 2.09 2.50
7 C -1.12 0.25 0.86
8 H 1.29 0.68 -1.03
9 H -0.29 -1.77 -3.01
10 H -0.81 2.71 1.63
11 H -2.20 0.23 1.02
12 H 2.77 0.37 -1.84
13 H -0.68 -0.07 2.91
14 H 0.14 2.48 3.10
15 H -0.59 -1.16 -0.71
16 H -1.57 2.16 3.12
17 H -0.92 0.94 0.03
18 H -1.36 -1.85 0.67
19 H 0.18 -1.39 0.79
20 H 1.79 -1.10 -3.29
21 H 0.69 0.50 1.98

These are the natural (NBO) partial charges, in e, on atoms 1 to 5: atom 1 (N): -0.79, atom 2 (N): -0.72, atom 3 (N): -0.80, atom 4 (C): 0.33, atom 5 (C): -0.42

=====

R:
Below is a cluster of 2 separate species, C4H14N3 in total, with properties calculated with the ωB97M-V functional and the def2-TZVPD basis.

Its spin multiplicity is 1. For the lowest unoccupied orbital energy, the calculation gives -3.79 eV. As for the total charge: +1. The value obtained for the HOMO energy is -12.08 eV.

Geometry (Å):
1 N -1.22 -1.20 -1.03
2 N 2.50 0.02 1.89
3 N 0.62 1.21 2.58
4 C -1.03 0.10 -1.66
5 C 1.90 1.08 2.36
6 C -1.44 0.10 -3.13
7 C -0.82 -1.19 0.35
8 H 0.25 2.12 2.82
9 H -1.46 -0.56 0.98
10 H 2.55 1.91 2.63
11 H -1.55 0.86 -1.08
12 H 0.03 0.43 -1.65
13 H 2.00 -0.79 1.54
14 H 0.21 -0.79 0.49
15 H -0.67 -0.42 -3.71
16 H -1.45 1.12 -3.52
17 H -0.03 0.46 2.37
18 H -2.41 -0.35 -3.30
19 H 3.50 -0.01 1.87
20 H -0.82 -2.21 0.73
21 H -0.67 -1.88 -1.53

These are the natural (NBO) partial charges, in e, on atoms 1 to 5: atom 1 (N): -0.60, atom 2 (N): -0.70, atom 3 (N): -0.70, atom 4 (C): -0.22, atom 5 (C): 0.40

=====

Most stable: Q (next structure +10.6 kcal/mol)

=====

P:
Below is a cluster of 2 separate species, C4H14N3 in total, with properties calculated with the ωB97M-V functional and the def2-TZVPD basis.

Its spin multiplicity is 1. For the lowest unoccupied orbital energy, the calculation gives -3.61 eV. As for the total charge: +1. The value obtained for the HOMO energy is -14.88 eV.

Geometry (Å):
1 N 2.10 0.31 0.80
2 N -0.13 1.02 0.82
3 N 1.19 1.03 -1.12
4 C -1.04 -1.80 -0.82
5 C -0.64 0.17 2.02
6 C -2.08 -0.99 -1.63
7 C 0.92 0.60 0.12
8 H 2.16 0.87 -1.40
9 H -1.15 -0.74 1.69
10 H -1.49 -2.27 0.00
11 H -3.13 -0.80 -1.13
12 H 2.06 0.11 1.78
13 H -1.69 -0.04 -2.18
14 H 0.55 1.50 -1.76
15 H -0.98 1.38 0.09
16 H 0.19 0.02 2.73
17 H 3.01 0.43 0.49
18 H -2.28 -1.65 -2.51
19 H -0.57 -2.66 -1.42
20 H -0.32 -1.25 -0.55
21 H -1.41 0.71 2.53

These are the natural (NBO) partial charges, in e, on atoms 1 to 5: atom 1 (N): -0.78, atom 2 (N): -0.55, atom 3 (N): -0.75, atom 4 (C): -0.59, atom 5 (C): -0.42

=====

Q:
Below is a cluster of 2 separate species, C4H14N3 in total, with properties calculated with the ωB97M-V functional and the def2-TZVPD basis.

Its spin multiplicity is 1. For the lowest unoccupied orbital energy, the calculation gives -3.20 eV. As for the total charge: +1. The value obtained for the HOMO energy is -14.45 eV.

Geometry (Å):
1 N -1.42 -0.25 -0.05
2 N -2.32 -2.27 -0.64
3 N -0.52 -1.35 -1.88
4 C 0.89 1.71 2.50
5 C 0.37 -0.31 -2.30
6 C 2.01 1.32 1.54
7 C -1.38 -1.34 -0.86
8 H -2.66 -2.71 -1.49
9 H 0.12 1.90 1.89
10 H 1.56 0.47 0.91
11 H 0.22 0.12 -3.28
12 H -0.56 -1.91 -2.71
13 H 1.50 -0.45 -2.10
14 H -0.74 0.42 -0.19
15 H -2.93 -2.32 0.15
16 H 2.96 0.85 2.04
17 H 0.38 0.53 -1.77
18 H 0.76 0.86 3.22
19 H 1.07 2.73 2.98
20 H 2.24 2.38 1.09
21 H -1.56 -0.39 0.96

These are the natural (NBO) partial charges, in e, on atoms 1 to 5: atom 1 (N): -0.76, atom 2 (N): -0.76, atom 3 (N): -0.54, atom 4 (C): -0.61, atom 5 (C): -0.46

=====

Most stable: Q (next structure +4.2 kcal/mol)

=====

P:
Below is a cluster of 2 separate species, C8H16O4 in total, with properties calculated with the ωB97M-V functional and the def2-TZVPD basis.

Its spin multiplicity is 1. For the lowest unoccupied orbital energy, the calculation gives 0.75 eV. The value obtained for the HOMO energy is -9.77 eV. The SMILES is CCOC(C)=O.CCOC(C)=O.

Geometry (Å):
1 O 3.12 -1.34 -0.20
2 O 2.90 -2.48 -2.18
3 O -0.81 1.06 0.99
4 O -3.12 1.00 0.64
5 C -3.27 2.30 1.23
6 C -4.77 2.73 1.32
7 C 1.87 -0.56 -0.31
8 C -1.91 -0.91 0.01
9 C 2.15 0.82 -0.91
10 C 4.71 -3.08 -0.76
11 C -1.87 0.53 0.55
12 C 3.47 -2.23 -1.08
13 H 1.33 -0.48 0.65
14 H -2.95 -0.95 -0.36
15 H 2.41 1.59 -0.17
16 H 4.93 -3.81 -1.55
17 H -2.79 3.13 0.67
18 H -1.23 -1.07 -0.85
19 H 2.97 0.74 -1.64
20 H -5.28 2.69 0.35
21 H 5.52 -2.33 -0.74
22 H 4.69 -3.60 0.21
23 H 1.22 -1.11 -1.02
24 H -4.81 3.77 1.70
25 H -1.76 -1.73 0.73
26 H -2.64 2.10 2.12
27 H -5.31 2.08 2.03
28 H 1.24 1.14 -1.45

These are the natural (NBO) partial charges, in e, on atoms 1 to 5: atom 1 (O): -0.50, atom 2 (O): -0.64, atom 3 (O): -0.63, atom 4 (O): -0.50, atom 5 (C): -0.09

=====

Q:
Below is a cluster of 2 separate species, C8H16O4 in total, with properties calculated with the ωB97M-V functional and the def2-TZVPD basis.

Its spin multiplicity is 1. For the lowest unoccupied orbital energy, the calculation gives 0.93 eV. The value obtained for the HOMO energy is -9.18 eV. The SMILES is C1COCCO1.C1COCCO1.

Geometry (Å):
1 O 0.93 1.07 2.81
2 O -0.17 -1.07 -2.23
3 O 0.00 -1.46 2.00
4 O -0.89 1.63 -2.66
5 C -0.22 0.99 1.95
6 C -1.25 -0.81 -3.07
7 C -0.84 -0.37 2.24
8 C 0.87 -0.12 -2.20
9 C 1.11 -1.45 2.91
10 C -1.82 0.56 -2.70
11 C 0.30 1.33 -1.94
12 C 1.85 -0.06 2.77
13 H -0.96 1.80 2.03
14 H -2.69 0.86 -3.31
15 H 1.54 -0.41 -1.36
16 H 0.12 0.94 0.90
17 H -0.90 -0.87 -4.12
18 H 2.64 0.04 3.54
19 H 2.36 -0.06 1.78
20 H -1.32 -0.30 3.23
21 H -2.00 -1.62 -2.93
22 H 0.03 1.43 -0.88
23 H 1.45 -0.21 -3.14
24 H 0.79 -1.47 3.97
25 H 1.13 2.04 -2.14
26 H -2.18 0.39 -1.66
27 H 1.78 -2.31 2.74
28 H -1.64 -0.49 1.48

These are the natural (NBO) partial charges, in e, on atoms 1 to 5: atom 1 (O): -0.55, atom 2 (O): -0.54, atom 3 (O): -0.52, atom 4 (O): -0.53, atom 5 (C): -0.09

=====

Most stable: P (next structure +50.0 kcal/mol)

=====

P:
Below is a cluster of 2 separate species, C5H9N2S in total, with properties calculated with the ωB97M-V functional and the def2-TZVPD basis.

Its spin multiplicity is 1. For the lowest unoccupied orbital energy, the calculation gives -6.29 eV. As for the total charge: +1. The value obtained for the HOMO energy is -10.57 eV.

Geometry (Å):
1 S 2.19 0.86 -0.02
2 N -3.40 0.62 -0.21
3 N -1.55 -0.67 0.11
4 C 1.67 0.40 1.67
5 C 1.41 -0.34 -1.08
6 C -4.15 1.53 -0.09
7 C 2.82 -0.68 -0.72
8 C -2.70 -0.49 -0.38
9 H -1.15 -1.63 -0.22
10 H 2.42 -0.11 2.20
11 H -3.28 -1.19 -0.97
12 H 1.56 1.27 2.28
13 H 3.03 -1.52 -0.23
14 H -4.57 2.38 -0.39
15 H 3.55 -0.50 -1.56
16 H 0.75 -0.10 1.71
17 H 1.40 0.19 -2.10

These are the natural (NBO) partial charges, in e, on atoms 1 to 5: atom 1 (S): 0.66, atom 2 (N): -0.18, atom 3 (N): -0.41, atom 4 (C): -0.75, atom 5 (C): -0.67

=====

Q:
Below is the ion C5H9N2S with charge +1, with properties calculated with the ωB97M-V functional and the def2-TZVPD basis.

Its spin multiplicity is 1. For the lowest unoccupied orbital energy (alpha / beta), the calculation gives -4.44 / -4.44 eV. As for the total charge: +1. The value obtained for the HOMO energy (alpha / beta) is -12.02 / -12.02 eV.

Geometry (Å):
1 S -2.76 0.01 -0.22
2 N 0.83 1.79 0.09
3 N 1.23 -0.48 -0.41
4 C -0.56 -2.28 0.08
5 C 0.17 -0.97 0.39
6 C 1.49 0.78 -0.53
7 C -1.36 0.61 -0.06
8 C -0.60 1.75 0.28
9 H -1.64 -1.99 0.03
10 H -0.79 1.91 1.33
11 H -0.15 -2.59 -0.97
12 H 0.42 -0.90 1.47
13 H -0.92 2.75 -0.29
14 H -0.50 -3.02 1.02
15 H 1.37 2.62 0.24
16 H 2.31 1.14 -1.13
17 H 1.45 -1.12 -1.31

These are the natural (NBO) partial charges, in e, on atoms 1 to 5: atom 1 (S): 0.36, atom 2 (N): -0.54, atom 3 (N): -0.51, atom 4 (C): -0.67, atom 5 (C): -0.08

=====

Most stable: Q (next structure +84.0 kcal/mol)

=====

P:
Below is the molecule C5H13NS, with properties calculated with the ωB97M-V functional and the def2-TZVPD basis.

Its spin multiplicity is 1. For the lowest unoccupied orbital energy, the calculation gives 0.79 eV. The value obtained for the HOMO energy is -7.64 eV.

Geometry (Å):
1 S 1.63 0.02 0.42
2 N 1.93 -1.20 -0.41
3 C -0.62 -0.33 -1.45
4 C -0.50 0.28 -0.07
5 C -0.80 1.76 -0.18
6 C -1.31 -0.32 1.06
7 C 2.48 1.13 -0.74
8 H 1.72 -1.98 0.21
9 H -1.80 1.98 -0.46
10 H -1.01 -1.31 1.29
11 H 3.47 1.32 -0.39
12 H -1.65 -0.27 -1.72
13 H -0.35 2.24 -1.00
14 H -0.01 -1.25 -1.69
15 H 2.58 0.70 -1.64
16 H -0.60 2.32 0.81
17 H 1.98 2.12 -0.75
18 H -0.89 0.31 1.94
19 H -2.43 -0.26 1.09
20 H -0.12 0.33 -2.12

These are the natural (NBO) partial charges, in e, on atoms 1 to 5: atom 1 (S): 1.00, atom 2 (N): -1.16, atom 3 (C): -0.68, atom 4 (C): -0.07, atom 5 (C): -0.65

=====

Q:
Below is a cluster of 2 separate species, C5H13NS in total, with properties calculated with the ωB97M-V functional and the def2-TZVPD basis.

Its spin multiplicity is 1. For the lowest unoccupied orbital energy, the calculation gives 0.95 eV. The value obtained for the HOMO energy is -8.94 eV. The SMILES is C=NC.CCCS.

Geometry (Å):
1 S -1.69 0.00 1.54
2 N 0.06 -3.00 0.04
3 C -0.82 -2.75 -0.82
4 C -0.64 1.76 -0.26
5 C -0.37 1.18 1.11
6 C 0.52 2.64 -0.74
7 C 1.30 -2.26 -0.03
8 H 1.54 -1.89 0.96
9 H 1.25 -1.40 -0.72
10 H 0.21 3.23 -1.61
11 H -0.70 -2.00 -1.61
12 H 1.39 2.05 -1.04
13 H -1.54 2.38 -0.23
14 H 0.58 0.63 1.09
15 H -1.77 -3.29 -0.79
16 H -1.08 -0.63 2.56
17 H 2.09 -2.93 -0.36
18 H 0.80 3.34 0.05
19 H -0.83 0.96 -0.98
20 H -0.29 1.97 1.85

These are the natural (NBO) partial charges, in e, on atoms 1 to 5: atom 1 (S): -0.05, atom 2 (N): -0.39, atom 3 (C): -0.05, atom 4 (C): -0.41, atom 5 (C): -0.51

=====

Most stable: Q (next structure +52.5 kcal/mol)

=====

P:
Below is the molecule C5H13NS, with properties calculated with the ωB97M-V functional and the def2-TZVPD basis.

Its spin multiplicity is 1. For the lowest unoccupied orbital energy, the calculation gives 0.92 eV. The value obtained for the HOMO energy is -7.87 eV. The SMILES is CN(C)CCCS.

Geometry (Å):
1 S -1.25 1.17 1.82
2 N -0.09 0.04 -0.73
3 C 1.29 0.17 1.07
4 C -0.24 1.14 -1.62
5 C -1.07 -1.02 -1.02
6 C -0.02 -0.27 1.79
7 C 1.29 -0.27 -0.39
8 H 1.97 0.28 -1.03
9 H 1.25 1.33 1.16
10 H -0.50 -1.14 1.37
11 H 0.20 0.76 -2.66
12 H -2.10 -0.92 -0.73
13 H -0.89 -1.33 -2.09
14 H 2.19 -0.17 1.50
15 H -0.75 -1.88 -0.48
16 H 0.18 -0.41 2.92
17 H -2.22 0.55 2.54
18 H 1.68 -1.43 -0.47
19 H 0.37 1.96 -1.15
20 H -1.28 1.45 -1.79

These are the natural (NBO) partial charges, in e, on atoms 1 to 5: atom 1 (S): -0.08, atom 2 (N): -0.49, atom 3 (C): -0.42, atom 4 (C): -0.40, atom 5 (C): -0.41

=====

Q:
Below is the molecule C5H13NS, with properties calculated with the ωB97M-V functional and the def2-TZVPD basis.

Its spin multiplicity is 1. For the lowest unoccupied orbital energy, the calculation gives 0.85 eV. The value obtained for the HOMO energy is -8.98 eV. The SMILES is CCNCCCS.

Geometry (Å):
1 S -0.58 0.60 2.19
2 N 0.36 -0.01 -1.03
3 C 0.50 -1.72 0.80
4 C -0.22 0.30 -2.37
5 C -0.26 -1.25 -0.45
6 C 0.73 -0.59 1.92
7 C 0.12 1.76 -2.68
8 H -0.64 2.37 -2.17
9 H 0.12 1.53 1.54
10 H 1.71 -0.24 1.57
11 H 0.06 0.76 -0.46
12 H 0.29 1.94 -3.74
13 H 1.10 1.98 -2.24
14 H -0.16 -1.91 -1.32
15 H 1.46 -2.09 0.42
16 H 0.24 -0.43 -3.05
17 H -0.12 -2.54 1.18
18 H -1.34 -1.07 -0.32
19 H 0.87 -1.05 2.90
20 H -1.30 0.16 -2.30

These are the natural (NBO) partial charges, in e, on atoms 1 to 5: atom 1 (S): -0.02, atom 2 (N): -0.63, atom 3 (C): -0.41, atom 4 (C): -0.22, atom 5 (C): -0.23

=====

R:
Below is the molecule C5H13NS, with properties calculated with the ωB97M-V functional and the def2-TZVPD basis.

Its spin multiplicity is 1. For the lowest unoccupied orbital energy, the calculation gives 1.04 eV. The value obtained for the HOMO energy is -8.78 eV. The SMILES is CCCNCCS.

Geometry (Å):
1 S -1.34 -2.16 -1.56
2 N 0.34 0.67 -0.58
3 C 1.35 1.61 2.53
4 C 1.53 2.20 1.13
5 C -0.44 -0.21 0.26
6 C -1.66 -0.76 -0.47
7 C 1.58 1.16 0.01
8 H 2.18 1.56 -0.81
9 H -0.76 0.27 1.20
10 H 2.27 1.18 2.94
11 H -0.55 -2.83 -0.70
12 H -2.45 -0.96 0.24
13 H -2.06 0.01 -1.14
14 H 2.15 0.29 0.36
15 H 0.78 2.97 0.95
16 H 1.02 2.34 3.27
17 H -0.25 1.46 -0.84
18 H 0.60 0.81 2.60
19 H 0.20 -1.06 0.53
20 H 2.52 2.68 1.14

These are the natural (NBO) partial charges, in e, on atoms 1 to 5: atom 1 (S): -0.03, atom 2 (N): -0.62, atom 3 (C): -0.61, atom 4 (C): -0.42, atom 5 (C): -0.22

=====

S:
Below is the molecule C5H13NS, with properties calculated with the ωB97M-V functional and the def2-TZVPD basis.

Its spin multiplicity is 1. For the lowest unoccupied orbital energy, the calculation gives 0.85 eV. The value obtained for the HOMO energy is -8.35 eV. The SMILES is CCNCCCS.

Geometry (Å):
1 S 1.54 -1.19 -1.11
2 N -0.42 0.88 0.25
3 C -0.40 -1.57 0.98
4 C -0.08 -0.10 1.27
5 C -0.89 2.14 0.77
6 C -1.37 3.05 -0.35
7 C 0.09 -2.07 -0.38
8 H -0.11 2.67 1.33
9 H 0.21 0.80 -0.53
10 H 0.09 -2.15 1.77
11 H -2.23 2.66 -0.89
12 H -1.72 1.98 1.45
13 H -0.67 -2.15 -1.15
14 H 2.01 -2.27 -1.73
15 H 0.44 -3.10 -0.29
16 H -0.60 0.20 2.18
17 H 0.98 -0.04 1.52
18 H -0.61 3.27 -1.06
19 H -1.47 -1.67 1.03
20 H -1.64 4.03 0.06

These are the natural (NBO) partial charges, in e, on atoms 1 to 5: atom 1 (S): -0.09, atom 2 (N): -0.67, atom 3 (C): -0.42, atom 4 (C): -0.21, atom 5 (C): -0.20

=====

Most stable: R (next structure +3.9 kcal/mol)